(1)
2 unconnected molecules or ions with the total composition C5H14 at a distorted geometry. Source: the Open Molecules 2025 dataset; level of theory: the ωB97M-V functional and the def2-TZVPD basis.

Calculated values
relative energy (zero: lowest compared OMol25 entry of this formula, charge and spin): 1.227 eV
SMILES: CCC.CC
LUMO: 1.090 eV
Kohn-Sham gap: 12.1 eV
charge: 0
highest occupied orbital energy: -10.976 eV

Last column: Löwdin charge in e.
Cartesian coordinates (Å):
H: -1.56864 -3.20966 -1.08363  0.05
H: 0.40934 -2.42417 -2.37260  0.06
C: -1.17588 -2.23419 -0.81347  -0.17
C: 0.54714 0.98577 1.39107  -0.31
H: 0.78650 0.77228 2.44494  0.11
H: -1.23331 -1.60290 -2.83747  0.06
H: 0.02802 -0.83426 -1.81974  0.05
H: -0.50279 -2.05412 0.01559  0.05
C: -0.43756 -1.79834 -2.13492  -0.16
C: -0.52087 2.07026 1.35813  -0.13
H: 2.69228 0.96550 1.12102  0.06
H: -2.24844 -1.90939 -0.78152  0.07
C: 1.78825 1.19703 0.55041  -0.13
H: -1.55706 1.75848 1.52025  0.06
H: -0.62077 2.63664 0.40777  0.08
H: 0.13443 0.06466 0.97488  0.07
H: -0.41005 2.80247 2.16117  0.06
H: 1.99305 2.23639 0.24844  0.07
H: 1.89635 0.57755 -0.35031  0.06

=====

(2)
2 unconnected molecules or ions with the total composition C5H14 at a distorted geometry. Source: the Open Molecules 2025 dataset; level of theory: the ωB97M-V functional and the def2-TZVPD basis.

Calculated values
relative energy (zero: lowest compared OMol25 entry of this formula, charge and spin): 0.558 eV
SMILES: CCC.CC
LUMO: 1.134 eV
Kohn-Sham gap: 12.4 eV
charge: 0
highest occupied orbital energy: -11.228 eV

Last column: Löwdin charge in e.
Cartesian coordinates (Å):
H: 2.41751 1.62010 -0.12637  0.07
H: -2.05683 0.27632 1.57176  0.05
C: 1.69968 0.80725 -0.02518  -0.14
C: -1.07038 -1.68332 1.66995  -0.18
H: -0.42415 -1.82756 0.80948  0.05
H: 2.16520 0.05948 0.60811  0.06
H: -0.38387 -1.46623 2.49013  0.06
H: -0.43490 1.20700 -2.20825  0.06
C: 1.38607 0.30943 -1.42681  -0.30
H: -2.92759 -1.13186 0.76082  0.06
H: 0.74899 -0.56150 -1.41629  0.08
C: 0.62404 1.44727 -2.23723  -0.11
H: -2.86890 -0.96887 2.48374  0.06
H: 0.93823 1.50936 -3.26601  0.05
H: -1.38521 -2.64077 2.10869  0.06
H: 2.26235 0.16192 -2.06038  0.09
H: 0.79865 2.38462 -1.71436  0.06
C: -2.29971 -0.77611 1.57198  -0.16
H: 0.81083 1.27348 0.40622  0.07

=====

(3)
2 unconnected molecules or ions with the total composition C5H14 at a distorted geometry. Source: the Open Molecules 2025 dataset; level of theory: the ωB97M-V functional and the def2-TZVPD basis.

Calculated values
relative energy (zero: lowest compared OMol25 entry of this formula, charge and spin): 0.564 eV
SMILES: CCC.CC
LUMO: 1.146 eV
Kohn-Sham gap: 12.3 eV
charge: 0
highest occupied orbital energy: -11.200 eV

Last column: Löwdin charge in e.
Cartesian coordinates (Å):
H: -0.97953 1.24927 0.98244  0.10
H: 1.45815 -1.92248 1.60906  0.06
H: 0.66389 1.05293 0.48337  0.08
H: 0.28605 3.47895 0.69942  0.07
H: 0.08974 -1.03799 0.84498  0.02
H: 0.72286 -3.67550 -0.37794  0.06
H: -0.96253 -0.37870 -0.86992  0.05
C: 0.19195 -3.12941 0.40790  -0.15
C: -0.72835 0.66834 -1.08418  -0.12
H: 1.61796 -1.37262 0.01819  0.07
C: -0.29598 1.47198 0.16231  -0.34
H: 0.63731 3.04037 -1.00488  0.07
H: -0.82624 -3.00364 0.05470  0.06
H: 0.06829 0.54372 -1.81769  0.08
H: -1.00717 3.45074 -0.36964  0.07
H: 0.32361 -3.80767 1.24560  0.06
C: -0.06250 2.93109 -0.18317  -0.13
H: -1.65829 1.16211 -1.36799  0.07
C: 0.86950 -1.77381 0.70378  -0.17

=====

(4)
2 unconnected molecules or ions with the total composition C5H14 at a distorted geometry. Source: the Open Molecules 2025 dataset; level of theory: the ωB97M-V functional and the def2-TZVPD basis.

Calculated values
relative energy (zero: lowest compared OMol25 entry of this formula, charge and spin): 1.774 eV
SMILES: CCC.CC
LUMO: 1.097 eV
Kohn-Sham gap: 11.9 eV
charge: 0
highest occupied orbital energy: -10.827 eV

Last column: Löwdin charge in e.
Cartesian coordinates (Å):
C: -0.84486 -1.31086 1.76259  -0.11
H: -0.09532 0.42310 0.58798  0.06
H: -1.69405 1.15309 -2.94316  0.05
H: 0.81029 1.91144 -2.36254  0.09
H: -0.40164 0.47435 2.35392  0.07
C: -1.13101 0.70585 -2.13446  -0.21
H: 0.90811 0.14323 -1.74348  0.05
C: 1.60843 -0.15117 1.69008  -0.11
H: 1.93213 -0.04351 0.65938  0.04
H: -1.41194 -1.23559 2.69733  0.07
H: 0.62590 0.35798 -3.42791  0.09
H: -1.48514 -1.34035 0.77798  0.09
H: -1.66931 -0.25508 -1.99969  0.07
C: 0.34301 0.86333 -2.41247  -0.20
C: 0.06375 -0.05607 1.55609  -0.30
H: 2.16289 -1.18035 1.98334  0.11
H: -0.30419 -2.19880 1.65500  0.03
H: 1.90714 0.53434 2.43842  0.04
H: -1.32417 1.20505 -1.13840  0.07